(1)
# C25H36CrN6O4PS3

A molecular structure, C25H36CrN6O4PS3 at a distorted geometry (ωB97M-V/def2-TZVPD, OMol25).

Element x y z (Å)
Cr -0.50103 -0.11426 0.28264
N -0.14480 -0.96588 3.09408
C -1.04180 -0.10109 3.86083
C -2.20501 0.38537 3.02126
N -1.80697 0.89554 1.69980
H -0.63256 -1.82791 2.76440
H 0.61925 -1.27532 3.68803
H -0.41525 0.73078 4.23670
H -1.49884 -0.62071 4.72988
H -2.74801 1.14625 3.58926
H -2.90008 -0.44728 2.82848
H -1.47017 1.86285 1.75332
H -2.66876 0.92213 1.13780
C -0.11405 4.81072 -3.00337
C -1.08868 3.68764 -3.32851
O -0.42193 2.35667 -3.44696
P 0.39009 1.61591 -2.24940
S 0.35055 -0.36453 -2.19662
S -0.47240 2.15513 -0.47785
O 1.91077 2.20453 -2.31023
C 2.83748 1.82775 -3.42814
C 3.80668 2.98415 -3.51405
H -0.62915 5.77236 -3.07836
H 0.73433 4.82527 -3.70409
H 0.30461 4.69168 -1.97973
H -1.58860 3.79625 -4.30725
H -1.85776 3.57098 -2.52552
H 2.24001 1.70705 -4.34189
H 3.31443 0.87651 -3.10695
H 3.28846 3.92003 -3.81118
H 4.63358 2.77534 -4.23272
H 4.22269 3.16823 -2.50734
O 6.37037 4.60008 0.18056
C 5.09798 4.61400 0.66704
O 4.59518 5.64811 1.07191
C 4.28426 3.32671 0.65876
C 3.03786 3.35523 1.35381
C 2.20337 2.27286 1.42731
C 2.57142 1.06928 0.78771
C 3.77387 1.03096 0.05661
C 4.61829 2.13978 0.00106
N 1.71460 -0.04385 0.82723
C 2.26160 -1.25335 0.72855
C 1.49493 -2.43245 0.58369
C 2.07108 -3.73894 0.60937
C 1.21762 -4.81131 0.43394
C -0.11886 -4.57947 0.08265
C -0.57788 -3.29051 0.04703
N 0.16179 -2.22920 0.39993
H 6.83476 3.75659 0.21310
H 2.73237 4.31061 1.76561
H 1.21751 2.31928 1.87273
H 4.05438 0.09591 -0.44270
H 5.55178 2.05685 -0.60417
H 3.35147 -1.35553 0.74459
H 3.12202 -3.86022 0.86188
H 1.56784 -5.82936 0.56431
H -0.75542 -5.41199 -0.15009
H -1.60406 -3.08751 -0.27388
C -5.45614 -4.42220 -1.61618
C -4.78626 -3.59673 -0.58350
C -4.67335 -3.90332 0.74880
C -4.11104 -2.97437 1.63140
N -3.56477 -1.81199 1.20997
C -3.57807 -1.58710 -0.09771
S -2.73336 -0.33221 -0.89727
N -4.22439 -2.40093 -0.96329
C -4.04548 -3.33734 3.07744
H -5.71618 -5.40262 -1.16645
H -4.78559 -4.61528 -2.47822
H -6.37499 -3.94903 -2.00223
H -5.02013 -4.87425 1.12851
H -4.16491 -2.12959 -1.94247
H -4.84318 -4.05406 3.32404
H -4.14368 -2.43134 3.70913
H -3.07570 -3.82231 3.31313

Summary:
multiplicity = 6
strongest force on any atom = 0.044 hartree/bohr
E = -113858.883 eV
<S²> = 8.882
net charge = 0
HOMO-LUMO gap (alpha / beta) = 4.33 / 7.69 eV
HOMO (alpha / beta) = -4.94 / -7.98 eV
ΔE to the lowest compared entry with this formula, charge and spin = 0.0000 eV

Löwdin atomic charge list, values in e, 6 entries: 0.316, -0.003, -0.270, -0.241, -0.125, 0.083

(2)
# C25H36F2N2P

2 unconnected molecules or ions with the total composition C25H36F2N2P at a distorted geometry (ωB97M-V/def2-TZVPD, OMol25).

Element x y z (Å)
C -10.97042 -1.38534 -1.03995
C -9.98284 -2.22561 -0.31593
C -9.83926 -3.58136 -0.61418
F -10.62960 -4.09837 -1.61666
C -8.95792 -4.42000 0.03133
C -8.05687 -3.88817 1.00835
C -7.05743 -4.62840 1.68865
C -6.51929 -5.89900 1.36571
C -6.71232 -6.59866 0.13041
C -6.22255 -7.87768 -0.01639
F -6.49182 -8.55876 -1.18315
C -5.45891 -8.53377 0.94972
C -4.95766 -9.91272 0.72222
C -5.18834 -7.81155 2.12638
C -5.67397 -6.53454 2.33040
C -8.21125 -2.50398 1.33708
C -9.14416 -1.71599 0.69113
H -11.09570 -0.44367 -0.49655
H -10.63412 -1.15958 -2.06217
H -11.93889 -1.89712 -1.10317
H -8.94433 -5.48018 -0.20120
H -6.61596 -4.13630 2.55918
H -7.22245 -6.11377 -0.69592
H -4.25981 -10.16626 1.52583
H -5.77684 -10.64576 0.72172
H -4.43659 -9.98054 -0.24162
H -4.57223 -8.28407 2.89718
H -5.43149 -5.98600 3.24195
H -7.53984 -2.07590 2.08403
H -9.23740 -0.66053 0.96225
C -12.42641 -3.16081 5.37808
C -10.93202 -3.25219 5.62856
C -10.15897 -2.79543 4.38753
C -10.57385 -2.31820 6.79714
N -10.53761 -4.60456 6.01730
C -11.10211 -5.77008 5.32974
C -10.21844 -6.97557 5.66401
N -9.11133 -6.49513 6.49804
C -7.88727 -7.28333 6.63539
C -8.18588 -8.76404 6.78055
C -7.15917 -6.80056 7.90133
C -6.97209 -7.04932 5.43434
P -8.93748 -4.83894 6.41893
H -8.12581 -4.51027 5.22631
H -12.99499 -3.44910 6.26739
H -12.66258 -2.11726 5.14707
H -12.74621 -3.77563 4.53377
H -9.07871 -2.74536 4.57201
H -10.33500 -3.47085 3.54295
H -10.49516 -1.79091 4.10911
H -9.49712 -2.31245 7.02110
H -10.88345 -1.29834 6.53149
H -11.11364 -2.61869 7.70473
H -12.13651 -5.95689 5.63757
H -11.12122 -5.62378 4.23935
H -10.80577 -7.74380 6.17886
H -9.85966 -7.43517 4.73228
H -8.67305 -9.18136 5.89668
H -7.23279 -9.28420 6.91755
H -8.80735 -8.95943 7.65920
H -6.88571 -5.73603 7.85580
H -7.78677 -6.95884 8.78812
H -6.24117 -7.39314 8.01740
H -6.62836 -6.00839 5.38015
H -6.08599 -7.68710 5.52284
H -7.48499 -7.29329 4.49743

Summary:
strongest force on any atom = 0.045 hartree/bohr
E = -44206.030 eV
net charge = +1
HOMO-LUMO gap = 3.89 eV
HOMO = -9.79 eV

natural (NBO) atomic charge list, values in e, 6 entries: -0.657, 0.046, 0.441, -0.319, -0.211, -0.167

(3)
# C25H36N2O2S

C25H36N2O2S in the gas phase (ωB97M-V/def2-TZVPD, OMol25).

Element x y z (Å)
C -7.90463 -0.87910 1.90569
O -7.69586 -1.63470 0.73782
C -6.75462 -1.21306 -0.15262
C -6.57357 -2.02302 -1.27455
C -5.64821 -1.67142 -2.23351
C -4.88470 -0.52433 -2.08698
C -5.04244 0.28365 -0.97020
C -4.20756 1.52038 -0.79072
C -2.86049 1.29383 -0.06008
C -3.14670 0.72664 1.34499
O -2.01625 0.43819 2.12101
C -2.12721 2.64368 -0.00210
C -0.67999 2.50086 0.46152
C 0.03931 1.43399 -0.35585
N -0.67762 0.17230 -0.25871
C 0.07894 -0.93643 -0.81959
C 1.29440 -1.21805 0.00201
C 1.37689 -1.38453 1.34904
C 2.69597 -1.63118 1.79299
C 3.60565 -1.65894 0.78385
C 5.07511 -1.90385 0.84074
N 5.78523 -0.92656 0.03812
C 7.16577 -1.29406 -0.20629
C 7.78401 -0.33808 -1.22190
C 7.71015 1.09455 -0.70600
C 6.25897 1.42684 -0.37843
C 5.70409 0.40567 0.60789
S 2.85275 -1.36214 -0.74712
C -1.99906 0.29865 -0.85067
C -5.99164 -0.06092 -0.01314
H -6.99320 -0.80921 2.50832
H -8.26607 0.12835 1.67446
H -8.66819 -1.41326 2.46908
H -7.17468 -2.91298 -1.36997
H -5.51867 -2.29574 -3.10513
H -4.16964 -0.25508 -2.84971
H -3.99076 1.94472 -1.77390
H -4.77461 2.26182 -0.22351
H -3.74792 -0.18895 1.22368
H -3.73695 1.44920 1.91910
H -1.35085 0.06691 1.51172
H -2.66269 3.32323 0.66351
H -2.13474 3.08294 -1.00424
H -0.65735 2.22317 1.51437
H -0.16172 3.45479 0.34691
H 1.04958 1.28564 0.03213
H 0.11936 1.75731 -1.41001
H 0.38069 -0.74470 -1.86395
H -0.57281 -1.81826 -0.81607
H 0.52891 -1.32527 2.00720
H 2.95510 -1.78632 2.82551
H 5.29218 -2.89531 0.42574
H 5.39915 -1.90225 1.89891
H 7.18629 -2.31361 -0.60114
H 7.75980 -1.27650 0.72746
H 7.22606 -0.41509 -2.15621
H 8.81938 -0.62692 -1.41126
H 8.10117 1.78793 -1.45271
H 8.31989 1.19062 0.19616
H 5.66255 1.38902 -1.29120
H 6.17878 2.42836 0.04768
H 4.65492 0.62524 0.82152
H 6.26473 0.46580 1.56063
H -2.48042 -0.68335 -0.83863
H -1.92928 0.63145 -1.90245
H -6.12468 0.58742 0.83879

Summary:
strongest force on any atom = 0.012 hartree/bohr
E = -44419.776 eV
net charge = 0
HOMO-LUMO gap = 9.16 eV
HOMO = -8.47 eV
ΔE to the lowest compared entry with this formula, charge and spin = 0.0576 eV

natural (NBO) atomic charge list, values in e, 6 entries: -0.253, -0.510, 0.392, -0.290, -0.184, -0.252

(4)
# C25H36N4O4S

C25H36N4O4S in the gas phase at a distorted geometry (ωB97M-V/def2-TZVPD, OMol25).

Element x y z (Å)
C 0.84893 -0.59952 3.28341
C 0.53574 -1.97755 3.86767
N 0.67547 -3.05077 2.91517
C 1.95244 -3.69375 2.71017
C 2.24908 -4.73674 3.78512
S -0.63031 -3.58240 2.06722
O -1.81347 -3.16088 2.76784
O -0.46837 -4.98502 1.79833
C -0.57810 -2.71585 0.48761
C 0.50821 -1.91786 0.20415
C 0.54836 -1.19365 -0.98322
N 1.59916 -0.33678 -1.30580
C 2.72200 -0.06842 -0.60077
O 3.05966 -0.60090 0.43745
C 3.58630 0.99974 -1.30046
C 4.63321 1.56922 -0.33829
N 2.70619 1.96915 -1.92508
C 3.28961 2.77786 -2.96827
C 1.87351 2.72632 -1.01613
C 0.41889 2.69779 -1.50123
O 0.02469 1.88438 -2.30995
N -0.36460 3.62383 -0.90728
C -1.76587 3.75454 -1.09770
C -2.25957 4.96951 -1.57920
C -1.31744 6.09105 -1.90251
C -3.62701 5.11213 -1.75335
C -4.48535 4.06722 -1.46037
C -3.98354 2.87548 -0.97434
C -2.61990 2.69955 -0.77372
C -2.09556 1.41568 -0.21449
C -0.51299 -1.31178 -1.87980
C -1.57940 -2.14080 -1.58948
C -1.63804 -2.85996 -0.39841
C -2.78563 -3.75533 -0.07098
H 0.80247 0.14791 4.07213
H 0.12107 -0.34443 2.51652
H 1.84308 -0.57883 2.84209
H 1.18969 -2.17727 4.72132
H -0.50100 -2.00348 4.20850
H 2.74163 -2.93517 2.67574
H 1.90079 -4.18965 1.73943
H 3.20367 -5.21627 3.58484
H 2.28763 -4.27984 4.77115
H 1.46405 -5.48778 3.77642
H 1.32480 -1.84635 0.89789
H 1.41867 0.28854 -2.09217
H 4.11018 0.47762 -2.11228
H 5.18613 0.74949 0.11048
H 4.15985 2.13417 0.46134
H 5.32622 2.21736 -0.86907
H 2.48464 3.26524 -3.51864
H 3.83580 2.13644 -3.65713
H 3.97375 3.55223 -2.58926
H 2.21907 3.76512 -0.89853
H 1.87807 2.25463 -0.02830
H 0.07883 4.35095 -0.36448
H -1.84527 6.89916 -2.40122
H -0.51681 5.74324 -2.55429
H -0.86598 6.49169 -0.99317
H -4.01970 6.04595 -2.12787
H -5.54831 4.18649 -1.60646
H -4.65605 2.06558 -0.73430
H -2.89474 0.83977 0.24400
H -1.32190 1.60085 0.52976
H -1.65141 0.81638 -1.00859
H -0.49731 -0.74115 -2.79640
H -2.39037 -2.22734 -2.29774
H -3.48975 -3.80826 -0.89778
H -2.41735 -4.75302 0.16173
H -3.29529 -3.39211 0.81995

Summary:
strongest force on any atom = 0.024 hartree/bohr
E = -51496.279 eV
net charge = 0
HOMO-LUMO gap = 8.65 eV
HOMO = -8.29 eV
ΔE to the lowest compared entry with this formula, charge and spin = 0.0000 eV

natural (NBO) atomic charge list, values in e, 6 entries: -0.629, -0.216, -0.714, -0.218, -0.617, 2.330

(5)
# C25H36NO2Os

A molecular structure, C25H36NO2Os at a distorted geometry (ωB97M-V/def2-TZVPD, OMol25).

Element x y z (Å)
O -0.69270 -0.86133 -2.59644
C -0.85658 0.20029 -3.63494
C -0.61783 -0.72067 -4.80991
H -0.05907 0.95901 -3.50791
H -1.86710 0.63712 -3.65386
C -0.45447 -1.80189 -3.70109
H 0.29402 -0.53579 -5.37570
H -1.49719 -0.86827 -5.44497
C 0.93627 -2.41468 -3.69942
H 1.69390 -1.71430 -3.31890
H 1.19066 -2.66537 -4.73706
H 0.94168 -3.33792 -3.10850
C -1.58228 -2.80740 -3.82599
H -2.54038 -2.26899 -3.71597
H -1.46387 -3.61823 -3.09131
H -1.53293 -3.23433 -4.83773
Os -1.22165 -1.79857 0.40320
C -2.61870 -1.78372 2.04143
C -1.95880 -0.52175 1.94910
C -2.29067 0.05140 0.68501
H -1.28688 -0.07300 2.69025
C -3.15365 -0.85990 0.00749
C -3.38072 -1.97078 0.86235
H -4.03890 -2.81043 0.64449
H -2.56572 -2.48766 2.87397
H -1.91768 0.98935 0.28295
H -3.50793 -0.74061 -1.00698
C 0.27234 -2.54351 1.71839
C -0.15107 -3.60860 0.87061
C 0.17189 -3.24660 -0.46285
H -0.70257 -4.49318 1.14467
C 0.81342 -1.97774 -0.43026
C 0.86289 -1.54446 0.91253
H 1.24035 -0.57671 1.24647
H 0.18621 -2.49412 2.80340
H -0.03998 -3.80987 -1.35328
H 1.16504 -1.41037 -1.27345
O 2.80095 2.72607 -1.80708
C 1.75200 1.95868 -1.18992
C 0.44960 2.77472 -1.11078
H 2.14449 1.59082 -0.22448
H 1.60293 1.06524 -1.81513
C 0.83377 4.15289 -1.70157
H 0.03750 2.85000 -0.09929
H -0.31774 2.32564 -1.75823
C 2.19726 3.90146 -2.37079
H 0.97490 4.91210 -0.90608
H 0.11163 4.56036 -2.40059
H 2.89616 4.73753 -2.25351
H 2.03533 3.71783 -3.44993
C 1.33319 2.43056 2.16679
C 1.26046 1.88244 3.52596
C 1.95674 2.45828 4.64338
C 1.53169 1.73821 5.77033
C 0.60890 0.75032 5.28411
C -0.10180 -0.19916 6.14839
N 0.47164 0.83592 3.93108
H 2.37841 2.46648 1.81883
H 0.94477 3.46105 2.16938
H 0.73327 1.82677 1.46871
H 2.65069 3.29498 4.58803
H 1.76616 1.86028 6.82380
H 0.60382 -0.60259 6.88146
H -0.87991 0.31361 6.72624
H -0.54623 -1.02687 5.59115

Summary:
multiplicity = 5
strongest force on any atom = 0.137 hartree/bohr
E = -34547.929 eV
<S²> = 6.023
net charge = +1
HOMO-LUMO gap (alpha / beta) = 6.04 / 6.23 eV
HOMO (alpha / beta) = -8.07 / -11.48 eV
ΔE to the lowest compared entry with this formula, charge and spin = 0.4256 eV

natural (NBO) atomic charge list, values in e, 6 entries: -0.595, -0.061, -0.465, 0.190, 0.190, 0.283

(6)
# C25H37N3O5S

C25H37N3O5S in the gas phase at a distorted geometry (ωB97M-V/def2-TZVPD, OMol25).

Element x y z (Å)
O 1.72402 0.05460 0.80155
C 0.82672 0.66731 1.35796
C -0.64271 0.48440 0.98132
C -0.87849 -0.86070 0.28183
C -0.29733 -0.89039 -1.13117
N -0.75601 0.22162 -1.94149
S -2.31857 0.06616 -2.55330
O -3.04119 1.28121 -2.32563
O -2.88763 -1.16782 -2.10489
N -2.14614 -0.07009 -4.19316
C -1.57690 -1.29362 -4.70042
C -0.05226 -1.22891 -4.80796
C 0.35474 -0.01058 -5.65906
C -0.24096 1.25664 -5.04313
C -1.75878 1.11246 -4.92157
O 1.76109 0.11886 -5.73025
C 2.20513 -0.61604 -6.84901
C 0.94267 -0.79398 -7.71982
O -0.07986 -0.14492 -6.99831
C -0.46600 1.49860 -1.32316
C -1.10364 1.62438 0.06015
N 1.10496 1.56697 2.32965
C 0.17029 2.25516 3.18701
C 0.04973 1.52233 4.53180
C 1.39753 0.90749 4.95202
C 1.50738 -0.58196 4.57353
C 0.43125 -1.40192 5.22576
C 0.47021 -1.66203 6.59053
C -0.53486 -2.39015 7.20027
C -1.59724 -2.86987 6.45247
C -1.64401 -2.62225 5.09186
C -0.63612 -1.89320 4.48470
C 2.53912 1.71607 4.32822
C 2.47743 1.68400 2.79613
H -1.24251 0.49147 1.89679
H -0.42439 -1.66683 0.86114
H -1.95368 -1.03726 0.21103
H -0.60364 -1.80915 -1.63056
H 0.79319 -0.83949 -1.08226
H -2.00087 -1.47126 -5.69477
H -1.89344 -2.08990 -4.02703
H 0.32362 -2.14539 -5.26549
H 0.39924 -1.11161 -3.82373
H 0.00498 2.10618 -5.68001
H 0.21766 1.39448 -4.06547
H -2.19138 1.04625 -5.92487
H -2.19482 1.96113 -4.39534
H 2.98434 -0.03388 -7.34491
H 2.61878 -1.58302 -6.53788
H 0.70184 -1.85420 -7.86628
H 1.02684 -0.30712 -8.69359
H -0.85459 2.27844 -1.97827
H 0.62265 1.58888 -1.25199
H -0.84631 2.59800 0.48179
H -2.18690 1.57119 -0.06595
H -0.80527 2.35637 2.71700
H 0.56377 3.26493 3.34554
H -0.29195 2.23196 5.28674
H -0.69929 0.73267 4.46196
H 1.48285 0.97309 6.04170
H 2.48588 -0.94279 4.90097
H 1.44831 -0.70308 3.49297
H 1.29994 -1.29559 7.17865
H -0.48930 -2.58608 8.26176
H -2.38264 -3.43827 6.92820
H -2.46609 -2.99775 4.50020
H -0.67440 -1.71162 3.41931
H 2.47050 2.74550 4.68642
H 3.50178 1.32021 4.65363
H 3.02580 0.82860 2.39652
H 2.92591 2.59511 2.38166

Summary:
strongest force on any atom = 0.020 hartree/bohr
E = -52069.169 eV
net charge = 0
HOMO-LUMO gap = 9.60 eV
HOMO = -8.89 eV
ΔE to the lowest compared entry with this formula, charge and spin = 0.2720 eV

natural (NBO) atomic charge list, values in e, 6 entries: -0.660, 0.700, -0.316, -0.408, -0.241, -0.705

Question: strongest force on any atom of number 4 (C25H36N4O4S)?
Answer: 0.024 hartree/bohr

Question: Which of these has the lowest strongest force on any atom?
Answer: C25H36N2O2S